1.
{
  "formula": "C16H19N3O4",
  "method": "the ωB97M-V functional and the def2-TZVPD basis",
  "lumo_ev": 0.4,
  "homo_lumo_gap_ev": 8.6,
  "largest_force_ev_per_a": 0.734,
  "smiles": "CC(=O)c1ccc(OC(C)C)c(Cc2c(O)nc(N)[nH]c2=O)c1",
  "de_lowest_kcal_mol": 15.6,
  "homo_ev": -8.2,
  "symbols": ["O", "O", "O", "O", "N", "N", "N", "C", "C", "C", "C", "C", "C", "C", "C", "C", "C", "C", "C", "C", "C", "C", "C", "H", "H", "H", "H", "H", "H", "H", "H", "H", "H", "H", "H", "H", "H", "H", "H", "H", "H", "H"],
  "coordinates": [[2.93662, -3.18547, 3.18099], [0.20862, -0.59254, -1.93489], [-0.53563, 2.29877, -2.58584], [-0.35678, 1.42697, 2.06408], [-2.27422, 1.96564, 0.99598], [-2.39231, 2.39331, -1.28322], [-4.31100, 2.43783, -0.02881], [-2.96574, 2.28147, -0.12136], [-1.05791, 2.14783, -1.36009], [-0.76583, -1.33236, -2.65633], [-1.95311, -1.73218, -1.78108], [0.93117, -2.34224, -0.37260], [-0.88649, 1.69365, 1.00334], [-0.19700, -2.50958, -3.45486], [2.11793, -1.63389, 1.60982], [2.75788, -2.02175, 2.88431], [1.36497, 0.00199, -0.00373], [1.57841, -2.63787, 0.80913], [0.80353, -1.02117, -0.79208], [1.17724, 1.43629, -0.42451], [3.16388, -0.90102, 3.81108], [2.00460, -0.31224, 1.17572], [-0.27981, 1.79218, -0.29101], [-0.84882, -2.71728, -4.29984], [-4.76738, 2.82165, -0.83823], [-1.10902, -0.57942, -3.37937], [-2.73970, 1.88161, 1.89158], [0.78959, -2.25245, -3.83252], [3.52293, -1.32070, 4.74755], [0.52991, -3.15132, -0.95912], [-1.25739, 2.53647, -3.18398], [-2.35498, -0.85175, -1.28295], [-0.11972, -3.41511, -2.86033], [1.66971, -3.66233, 1.13846], [-2.73035, -2.17103, -2.40099], [-4.72589, 2.62262, 0.86791], [3.95967, -0.31542, 3.35543], [2.31499, -0.24849, 4.00054], [-1.66043, -2.45196, -1.02151], [1.47421, 1.57240, -1.46385], [1.77330, 2.08397, 0.22056], [2.40155, 0.49513, 1.76891]],
  "forces_ev_per_angstrom": [[-0.0159, 0.0660, -0.0017], [0.4032, 0.0674, 0.2077], [0.1209, -0.0815, 0.0004], [0.1649, -0.0276, 0.2042], [-0.3459, 0.0277, 0.1061], [-0.2062, 0.0744, -0.3688], [-0.1735, 0.0006, 0.2195], [0.3556, -0.1206, -0.1360], [-0.2778, 0.0415, 0.6782], [-0.5013, -0.2851, -0.2986], [0.3179, 0.2343, -0.0886], [-0.1570, -0.0760, -0.2451], [-0.2257, 0.2440, -0.3318], [0.0345, 0.3098, 0.2220], [-0.2346, -0.1784, -0.5168], [0.1480, 0.0885, 0.2763], [-0.0102, -0.0520, -0.3491], [0.0968, 0.1370, 0.2071], [0.2633, 0.1898, 0.3470], [-0.2866, -0.0663, 0.0653], [0.0621, -0.2657, 0.1769], [0.0296, -0.3967, 0.0219], [0.2967, 0.1199, -0.3965], [-0.0664, -0.0312, -0.0749], [0.0413, 0.0155, 0.0156], [0.0365, -0.1781, 0.1333], [0.1284, -0.0260, -0.1178], [0.0779, -0.0116, -0.0800], [0.0026, -0.0221, -0.0221], [-0.0373, -0.0304, -0.0698], [-0.0302, 0.0103, 0.1336], [-0.0779, 0.0633, 0.0452], [0.0155, -0.0979, 0.0235], [0.0108, -0.0631, 0.0209], [-0.0879, -0.0572, -0.0550], [-0.0275, 0.0253, -0.0668], [0.0443, 0.1293, -0.0380], [-0.0385, 0.1365, 0.0050], [-0.0263, -0.0931, 0.0461], [0.0839, 0.0725, 0.0757], [0.0824, -0.0158, -0.0618], [0.0096, 0.1225, 0.0875]]
}


2.
{
  "formula": "C16H19NO6S",
  "method": "the ωB97M-V functional and the def2-TZVPD basis",
  "lumo_ev": 0.4,
  "homo_lumo_gap_ev": 9.3,
  "largest_force_ev_per_a": 1.255,
  "smiles": "COCCNC(=O)c1ccc(CS(=O)(=O)c2ccc(OC)cc2)o1",
  "de_lowest_kcal_mol": 1.3,
  "homo_ev": -8.8,
  "symbols": ["S", "O", "O", "O", "O", "O", "O", "N", "C", "C", "C", "C", "C", "C", "C", "C", "C", "C", "C", "C", "C", "C", "C", "C", "H", "H", "H", "H", "H", "H", "H", "H", "H", "H", "H", "H", "H", "H", "H", "H", "H", "H", "H"],
  "coordinates": [[-2.74521, 1.06186, -2.50842], [2.86114, 1.09667, -0.67517], [-2.85183, 1.49363, -3.87607], [1.49287, 1.09227, 2.83864], [-1.20258, -2.49138, 2.83427], [-3.58475, 1.68679, -1.52672], [-1.87263, -1.26927, -0.44858], [0.14285, -1.32133, 1.43511], [-0.72806, 1.46392, -0.67769], [3.94071, 0.82933, -1.54143], [1.25724, -1.32635, 2.35240], [1.19313, -0.17615, 3.37289], [0.58939, 1.44508, -0.26877], [-0.04952, 0.84358, -2.90038], [1.27635, 0.82540, -2.50291], [2.86836, 1.35604, 2.69221], [-4.06314, -1.65655, -0.27800], [-2.12343, -1.71574, 0.81121], [-1.04094, -1.87675, 1.79603], [-3.46160, -1.97017, 0.95779], [-3.07517, -0.76333, -2.49221], [1.60296, 1.11538, -1.17871], [-1.03753, 1.15515, -1.98988], [-3.05421, -1.24510, -1.10534], [0.16556, -0.67519, 0.65966], [4.83606, 0.90422, -0.92633], [-4.04767, -0.90516, -2.95238], [2.03927, 0.58432, -3.22540], [2.95086, 2.40132, 2.40037], [3.99706, 1.56355, -2.35004], [3.40031, 1.19925, 3.63787], [0.17174, -0.10713, 3.75513], [2.18393, -1.27919, 1.77751], [-5.10093, -1.72948, -0.52859], [3.87630, -0.17773, -1.96508], [0.86007, 1.67886, 0.74947], [1.21285, -2.26876, 2.90341], [-3.93611, -2.33214, 1.84591], [-1.52578, 1.71808, 0.00214], [3.32626, 0.73534, 1.91547], [-0.32458, 0.63268, -3.92198], [1.86914, -0.40161, 4.20915], [-2.28876, -1.19421, -3.10655]],
  "forces_ev_per_angstrom": [[-0.0614, -0.2791, -0.3036], [-0.3234, 0.1046, 0.1695], [0.2650, -0.1990, -0.1828], [-0.1643, 0.1216, -0.0803], [-0.1960, -0.0009, 0.1327], [0.1186, -0.1082, 0.3797], [0.2302, -0.1254, 0.0121], [0.0698, 0.1886, -0.1490], [0.1015, 0.0981, 0.0615], [0.2087, -0.0716, -0.1719], [-0.0262, 0.2314, 0.4034], [-0.0433, -0.4082, -0.0051], [0.1524, 0.1305, -0.1466], [-0.0596, 0.0523, -0.0167], [0.2673, -0.0368, 0.0540], [0.0717, -0.0369, 0.0044], [0.4846, 0.1893, -0.5437], [-1.1625, -0.3393, 0.3297], [0.4201, 0.0774, -0.3278], [0.8854, 0.1235, 0.0649], [0.5816, 1.0069, 0.2065], [-0.2424, -0.0209, -0.0011], [-0.6751, -0.0549, -0.2830], [-0.8348, -0.4042, 0.4322], [-0.0757, -0.1228, -0.0075], [-0.0424, -0.0204, -0.0830], [-0.0673, 0.0846, -0.0353], [0.0825, -0.0163, -0.0441], [0.0989, -0.0183, -0.0201], [-0.0177, -0.0256, 0.0242], [-0.0142, 0.0215, -0.0093], [0.1071, -0.0872, 0.0344], [0.0009, -0.0636, 0.0490], [-0.2259, 0.0276, -0.1271], [-0.0115, 0.0481, 0.0121], [0.0028, 0.0119, 0.1110], [0.1372, 0.0719, -0.0711], [-0.0226, -0.0833, 0.2265], [-0.0608, 0.0151, 0.1656], [0.0198, 0.0275, 0.0168], [0.0489, -0.0415, -0.1573], [-0.0337, 0.0302, -0.0120], [0.0060, -0.0981, -0.1119]]
}


3.
{
  "formula": "C16H20BCrF4NO4S",
  "method": "the ωB97M-V functional and the def2-TZVPD basis",
  "lumo_ev": [3.6, 3.6],
  "spin_multiplicity": 5,
  "homo_lumo_gap_ev": [6.0, 7.2],
  "charge": -2,
  "largest_force_ev_per_a": 3.450,
  "de_lowest_kcal_mol": 0.0,
  "homo_ev": [-2.5, -3.6],
  "symbols": ["Cr", "S", "F", "F", "F", "F", "O", "O", "O", "O", "N", "C", "C", "C", "C", "C", "C", "C", "C", "C", "C", "C", "C", "C", "C", "C", "C", "B", "H", "H", "H", "H", "H", "H", "H", "H", "H", "H", "H", "H", "H", "H", "H", "H", "H", "H", "H", "H"],
  "coordinates": [[-1.17811, -1.13302, 1.35125], [0.55893, 5.26254, -5.15737], [-2.48174, -3.48777, 6.91306], [-0.44266, -2.80439, 7.81471], [-2.17852, -1.33950, 7.77648], [-1.04620, -1.91556, 5.87308], [0.61991, -1.94222, 1.56562], [2.17352, 4.52210, -7.13570], [-4.89650, -2.70346, 1.54491], [-3.22024, -1.27908, 1.19819], [-1.61113, -2.42164, 3.05132], [2.86964, -2.68038, 1.52115], [2.29374, -0.22497, 1.14414], [-0.69880, 2.34338, -1.93487], [1.54144, 2.67612, -5.86982], [-1.19750, 3.44651, -4.00813], [-1.54878, 2.52716, -3.02422], [0.31948, 3.24697, -1.72301], [-0.03002, 4.17387, -3.90062], [0.65997, 4.15057, -2.67767], [1.56255, 4.13344, -6.18112], [1.80678, -1.70270, 0.95521], [1.66044, -1.92386, -0.59246], [-0.85411, 0.30765, -0.14860], [-3.83590, -2.19739, 1.86986], [-3.15037, -2.64661, 3.17927], [-0.80349, 1.19252, -1.03530], [-1.56480, -2.39040, 7.09805], [2.60685, -3.65124, 1.30186], [1.43676, 4.89500, -2.55303], [2.52219, -1.64164, -1.13485], [3.81630, -2.73610, 0.98682], [0.88691, -1.23465, -1.03922], [0.58608, 2.22721, -5.75946], [1.45330, -3.00319, -0.70201], [2.57360, -0.02821, 2.19452], [3.01340, -2.55976, 2.53661], [1.45459, 0.42488, 0.74419], [2.06667, 2.11809, -6.66699], [-2.41541, 1.88265, -3.12301], [-3.53609, -1.93653, 3.90110], [-1.84809, 3.62320, -4.87828], [-1.25156, -2.25380, 3.96781], [3.14809, -0.08420, 0.46943], [-1.23136, -3.23194, 2.61153], [1.95718, 2.43751, -4.92510], [0.88260, 3.24551, -0.80261], [-3.44955, -3.68267, 3.40330]],
  "forces_ev_per_angstrom": [[0.1514, -0.3897, 0.3019], [0.3540, -0.3310, -0.6473], [0.5985, 0.8276, -0.0312], [0.2053, -0.5392, 0.6151], [-0.4546, 0.1240, 0.0867], [-0.4988, -0.0053, -0.6066], [-0.9887, 0.1483, 0.4820], [0.1903, 0.9104, -0.2211], [-0.6124, -0.2507, 0.0993], [0.2943, -0.0886, 0.2110], [-3.3798, 0.2354, -0.6511], [0.2189, 1.2525, -2.3660], [-0.8648, -0.2871, -0.7077], [-0.5987, -2.2949, 1.1346], [0.4913, -0.8390, -0.7812], [-0.8705, -0.1221, -0.5765], [0.1815, -0.0572, -0.4492], [0.9222, 0.5751, 0.6920], [0.2061, 0.6073, 0.7694], [0.0065, 0.7308, -1.2687], [-0.6779, -0.2956, 0.1139], [0.9439, 0.7950, -1.0287], [-1.1998, 0.1352, 0.7941], [-0.2490, 1.8231, -1.8824], [0.7909, 0.1801, -0.3393], [1.4339, 0.5118, -1.1229], [-0.3685, -0.4548, 1.2368], [0.1359, -0.4152, -0.0206], [-1.5596, -2.4394, 0.0245], [0.2137, -0.2444, 0.2001], [1.4930, -0.0500, -0.5202], [0.5642, 1.1253, -0.0497], [0.2725, -1.0885, 0.7652], [-1.2761, 0.0397, -0.1789], [-0.2150, 0.5075, -0.4468], [-0.2790, 0.1204, -0.4641], [0.2855, 0.3179, 2.1641], [1.0018, -0.4953, 0.8544], [-0.0727, 0.5012, 0.4161], [0.0665, 0.1312, -0.0479], [0.1341, -0.1909, 0.5526], [0.3564, -0.3140, 0.3487], [0.6522, -0.1057, 0.6771], [0.1326, 0.1890, 0.3259], [0.7020, -0.7076, 0.2188], [0.8656, 0.0314, 1.0308], [-0.0116, -0.3145, 0.1394], [0.3125, 0.5009, 0.1536]]
}